1.
57
Properties=species:S:1:pos:R:3:forces:R:3:lowdin_charge:R:1 method="wB97M-V/def2-TZVPD" max_force_ev_per_a=9.94 e_lumo_ha=-0.0780 total_energy_ha=-4638.72078 spin_multiplicity=1 smiles="CCOCCOCc1c(CC(=O)F)c(P(O)Br)c2nsnc2c1CCCCCOC"
C 4.481340 -0.713000 1.561703 0.238 0.148 -0.989 -0.114
C 4.024906 -2.195421 1.003282 1.516 0.471 0.674 -0.240
O 3.076888 -2.902884 1.927039 -0.849 1.378 -2.559 -0.204
C 1.744849 -2.550999 1.411808 -1.291 1.189 -0.478 -0.194
C 0.484321 -3.207464 2.230328 1.311 -1.321 0.727 -0.138
O -0.563944 -3.735456 1.308292 -0.586 2.209 1.455 -0.214
C -1.666132 -2.763357 1.153407 -0.124 0.626 -1.867 -0.158
C -1.203974 -1.701483 -0.051605 1.016 3.031 -1.568 0.003
C -1.209061 -2.272931 -1.609854 1.488 3.121 -1.284 -0.076
C -1.647902 -3.826392 -2.008462 0.241 1.177 0.610 -0.085
C -3.167113 -3.776004 -2.660189 -3.171 -4.541 -4.125 -0.187
O -3.665657 -4.676244 -3.516670 3.589 6.769 6.326 0.006
F -4.069810 -2.659768 -2.217491 2.918 -3.126 -1.069 -0.045
C -0.726552 -1.332324 -2.901757 0.109 0.927 4.870 -0.287
P -0.709011 -2.089338 -4.657423 -0.941 1.058 -0.192 0.551
O -0.902313 -0.741417 -5.741845 -0.725 -0.602 2.857 -0.422
Br 1.417550 -2.848160 -5.005895 -0.424 0.747 0.225 0.190
C -0.254496 0.212646 -2.553455 0.058 -0.393 -0.196 -0.231
N 0.223629 1.175319 -3.620633 -1.396 -1.056 7.216 -0.258
S 0.585102 2.593674 -2.628646 -1.173 -3.113 1.591 0.908
N 0.260276 2.175362 -0.929316 -1.385 -4.871 -3.834 -0.230
C -0.257598 0.759991 -0.984182 0.850 1.168 -1.025 -0.165
C -0.714195 -0.140240 0.300951 -0.613 -3.602 -2.819 -0.012
C -0.714183 0.266928 1.873732 -0.426 0.301 0.362 -0.188
C -0.481707 1.839220 2.238967 -0.440 0.386 1.376 -0.209
C -1.882114 2.753261 2.178184 0.992 0.863 0.431 -0.198
C -1.985204 3.701849 0.846762 -1.464 0.397 -0.362 -0.194
C -0.813252 4.863494 0.740663 -0.679 -0.337 1.541 -0.223
O -0.424112 5.173162 -0.646228 1.529 -0.518 1.913 -0.275
C 0.986152 5.580441 -0.752370 0.916 1.024 -0.230 -0.147
H 5.248696 -0.287681 0.756264 -1.593 -0.902 1.686 0.088
H 5.053873 -0.740467 2.587457 -1.429 -0.066 -1.980 0.084
H 3.573864 0.045706 1.559794 1.853 -1.627 0.275 0.074
H 3.582920 -2.031046 -0.069259 0.710 -0.613 2.056 0.122
H 5.006288 -2.864950 0.952950 -2.257 1.342 0.031 0.135
H 1.597991 -2.868300 0.270256 0.436 0.530 2.438 0.144
H 1.659977 -1.361842 1.459581 0.066 -2.451 -0.255 0.111
H 0.011498 -2.520552 3.051763 0.877 -1.103 -1.723 0.121
H 0.922534 -4.154868 2.806610 -0.996 1.968 -1.318 0.149
H -2.643442 -3.295593 0.731755 2.305 0.821 1.009 0.140
H -1.966956 -2.225364 2.148063 0.833 -0.955 -1.918 0.120
H -0.852298 -4.275859 -2.773876 -2.191 1.078 1.401 0.125
H -1.576479 -4.535482 -1.052071 -0.604 1.663 -2.062 0.137
H -1.587730 -0.147930 -5.279860 1.497 -0.967 -1.014 0.066
H 0.054969 -0.356302 2.539728 -1.479 1.170 -1.933 0.108
H -1.786173 -0.028138 2.309097 2.286 0.661 -1.047 0.121
H -0.179652 1.865117 3.395149 -0.573 -0.269 -2.506 0.117
H 0.420179 2.360368 1.686491 -2.018 -1.251 0.807 0.099
H -1.823518 3.495847 3.110938 -0.137 -1.555 -1.968 0.115
H -2.850643 2.098043 2.374053 2.090 1.279 -0.733 0.118
H -2.099998 3.060658 -0.139437 0.586 1.357 2.037 0.106
H -3.011685 4.301932 0.946711 2.099 -1.373 -0.268 0.115
H 0.082111 4.513499 1.429422 -1.453 0.708 -1.733 0.111
H -1.271516 5.820630 1.288953 1.089 -1.810 -1.356 0.136
H 1.678049 5.207919 0.115602 -1.559 0.438 -1.443 0.095
H 1.036570 6.765161 -0.734334 -0.031 -2.384 -0.135 0.104
H 1.493890 5.197027 -1.760897 -1.493 0.804 2.076 0.073



2.
74
Properties=species:S:1:pos:R:3:forces:R:3:lowdin_charge:R:1 method="wB97M-V/def2-TZVPD" max_force_ev_per_a=0.98 e_lumo_ha=-0.1609 relative_energy_kj_mol=0.0 total_charge=+1 total_energy_ha=-11721.75183 spin_multiplicity=1
O -0.375479 -0.903969 2.304509 -0.120 0.057 0.098 -0.228
P -0.250453 0.351403 1.578062 0.102 -0.837 0.495 0.409
O 0.391513 0.216974 0.124845 -0.100 0.628 -0.029 -0.091
O 0.659976 1.395554 2.343993 -0.121 0.197 -0.271 -0.073
C -1.915242 1.073219 1.420129 0.115 0.136 -0.517 -0.125
C -2.128137 2.384891 0.720533 0.113 0.053 0.086 -0.166
C -1.176341 2.997859 -0.067838 -0.167 0.259 -0.048 0.046
C -1.431961 4.196878 -0.740941 0.122 -0.096 0.188 -0.175
C -0.388007 4.794662 -1.628145 -0.139 -0.466 0.106 -0.155
C -0.280802 4.041608 -2.985041 -0.139 0.212 -0.140 -0.261
C -1.533497 3.302364 -3.444989 0.317 -0.089 -0.452 -0.563
S -1.222744 2.570434 -5.091285 0.021 0.158 -0.182 0.715
C -2.685550 4.778828 -0.568724 0.216 -0.163 -0.094 0.048
C -3.609452 4.152538 0.224998 0.156 0.215 -0.196 0.024
N -3.340549 2.989958 0.847626 -0.087 0.018 0.167 0.000
C -4.435462 2.368519 1.628158 -0.428 -0.163 -0.326 -0.102
C -5.159807 1.264454 0.826112 0.432 -0.149 0.089 -0.287
C -5.448087 0.023769 1.678051 0.022 0.316 -0.319 -0.681
I -7.116693 -1.040585 0.902251 0.027 -0.057 0.089 0.839
H -0.225785 0.298486 -0.609978 0.054 -0.268 -0.112 0.090
H 0.930578 2.169636 1.835767 0.182 -0.013 0.070 0.089
H -2.494724 0.307568 0.896796 -0.084 -0.104 0.087 0.112
H -2.282461 1.087225 2.443290 0.009 0.018 0.101 0.112
H -0.200288 2.552954 -0.193022 0.020 -0.125 0.044 0.118
H -0.586762 5.849955 -1.775464 -0.107 0.022 -0.059 0.049
H 0.572590 4.700826 -1.122915 0.084 0.176 0.035 0.127
H 0.568196 3.361782 -2.991316 0.009 -0.112 0.129 0.109
H -0.070104 4.792224 -3.745298 0.185 0.029 -0.017 0.070
H -1.821254 2.488736 -2.785828 -0.161 0.074 0.164 0.059
H -2.355554 4.003122 -3.575836 -0.198 -0.053 0.224 0.065
H -1.381483 1.278982 -4.795191 -0.033 -0.026 0.169 -0.158
H -2.920132 5.704423 -1.071736 -0.149 0.067 0.051 0.137
H -4.591135 4.573624 0.374567 -0.092 -0.085 0.098 0.150
H -4.051845 1.991647 2.568390 0.134 0.058 0.065 0.121
H -5.140596 3.163489 1.844220 0.059 0.099 0.214 0.131
H -4.520591 0.973524 -0.008607 -0.092 -0.051 -0.141 0.109
H -6.070497 1.661466 0.388058 -0.082 0.095 0.041 0.085
H -5.649012 0.294866 2.709096 -0.206 -0.117 0.074 0.050
H -4.606802 -0.659682 1.642950 0.030 -0.100 0.169 0.035
C 0.316511 -3.759247 3.923724 -0.008 -0.015 -0.059 -1.552
Cl -0.597677 -4.693422 5.108287 0.000 0.014 -0.005 0.533
Cl 1.915550 -3.350721 4.548499 -0.090 -0.001 0.022 0.504
Cl 0.454892 -4.639181 2.400460 0.006 -0.029 -0.030 0.525
H -0.212548 -2.835272 3.728967 0.043 0.013 -0.040 -0.026
C -0.228454 8.452527 -3.849091 0.039 0.010 -0.074 -1.525
Cl -1.565907 7.377454 -4.294912 -0.044 -0.011 0.028 0.536
Cl 1.008645 7.549205 -2.962701 0.120 0.163 -0.050 0.571
Cl 0.449817 9.234002 -5.261613 -0.018 -0.034 0.019 0.573
H -0.621658 9.214074 -3.189305 -0.009 0.000 0.018 0.015
C 3.965243 -6.907167 4.035839 0.032 -0.007 0.094 -1.537
Cl 3.065842 -7.830683 5.235344 -0.014 0.028 -0.026 0.540
Cl 5.612411 -6.595601 4.583076 -0.048 0.043 -0.035 0.536
Cl 3.978851 -7.744288 2.479175 0.014 -0.034 0.041 0.521
H 3.462227 -5.959196 3.893085 0.012 0.024 0.009 -0.022
C 7.160619 -7.787800 0.566955 0.044 0.006 -0.027 -1.568
Cl 8.246291 -9.143735 0.265394 -0.007 0.008 0.002 0.533
Cl 8.046282 -6.396389 1.192794 -0.008 0.009 0.010 0.519
Cl 6.265944 -7.359897 -0.893008 0.023 -0.013 0.044 0.502
H 6.446427 -8.090323 1.320677 -0.002 0.004 0.007 -0.050
C 4.576053 -1.511135 7.692478 0.005 -0.048 0.046 -1.557
Cl 3.649554 -2.400092 8.899124 -0.011 0.010 -0.007 0.531
Cl 6.224168 -1.224328 8.244076 -0.010 0.006 -0.011 0.534
Cl 4.569917 -2.363791 6.146332 0.147 0.029 0.005 0.495
H 4.100012 -0.551702 7.544437 -0.006 0.013 -0.006 0.009
C 2.159458 -7.517906 -2.101644 0.125 -0.028 -0.005 -1.544
Cl 1.646247 -5.848826 -2.375026 -0.028 0.004 0.007 0.512
Cl 3.477095 -7.951558 -3.189458 -0.045 -0.003 -0.040 0.524
Cl 2.635173 -7.759311 -0.424451 -0.166 0.050 -0.040 0.489
H 1.318175 -8.164207 -2.311166 -0.010 -0.003 -0.026 0.012
C -0.607189 0.948398 -8.704842 -0.025 0.052 0.008 -1.547
Cl -2.315652 1.352635 -8.847285 0.007 -0.004 0.003 0.528
Cl 0.382450 2.402139 -8.608245 0.003 -0.013 -0.001 0.525
Cl -0.326220 -0.098905 -7.306491 0.023 -0.037 -0.026 0.511
H -0.314145 0.400074 -9.589705 0.002 -0.019 -0.005 0.013



3.
109
Properties=species:S:1:pos:R:3:forces:R:3:lowdin_charge:R:1 method="wB97M-V/def2-TZVPD" max_force_ev_per_a=2.77 e_lumo_ha=0.0028 relative_energy_kj_mol=40.4 total_energy_ha=-28096.63527 spin_multiplicity=1
N 2.565411 -4.450922 0.470294 -0.523 0.192 0.216 -0.392
P 1.473600 -3.269944 0.424313 1.237 -1.964 -1.509 0.552
Si 1.300526 -2.093643 2.301458 -0.112 2.146 0.726 0.376
O 2.607888 -1.024362 2.585078 0.248 -2.460 -0.277 -0.456
Si 4.087808 -1.901096 2.511686 -0.475 0.882 -1.735 0.438
O 4.614517 -1.874669 0.881706 -0.473 -0.644 1.708 -0.247
H 2.115715 -5.360922 0.329802 0.389 0.379 0.106 -0.054
H 0.174200 -3.834819 0.167561 0.204 0.873 0.067 -0.044
H 1.833398 -2.433833 -0.698580 -0.876 0.113 0.759 -0.077
H 1.038288 -3.043154 3.398261 0.253 -0.123 -0.078 -0.038
H 0.099255 -1.241733 2.140219 0.144 -0.080 -0.062 -0.077
H 3.811696 -3.301639 2.889881 -0.005 0.066 0.070 -0.011
H 5.071808 -1.253878 3.370274 -0.049 0.180 0.025 -0.059
H 4.595236 -2.790608 0.542779 -0.103 0.346 -0.072 0.021
C -2.346604 -0.783504 4.544365 0.068 0.043 -0.135 -1.527
Cl -1.956471 0.309019 3.209150 -0.218 0.018 0.132 0.493
Cl -3.244420 -2.194793 3.970041 0.045 0.119 0.034 0.523
Cl -0.859561 -1.279905 5.359640 -0.087 0.009 0.099 0.520
H -2.969896 -0.246760 5.253263 0.093 -0.099 -0.071 0.015
C 7.174258 1.123662 3.170295 0.005 0.105 0.067 -1.505
Cl 7.553826 -0.347252 4.073101 0.141 0.032 -0.017 0.552
Cl 5.964383 2.084592 4.030394 -0.057 -0.555 0.128 0.512
Cl 8.636559 2.076416 2.885781 -0.094 -0.068 0.011 0.534
H 6.761001 0.834883 2.207607 0.027 0.021 0.127 0.022
C -1.972528 2.754177 -0.034390 -0.023 -0.087 -0.159 -1.549
Cl -1.560993 3.843634 -1.364145 -0.039 -0.090 0.083 0.527
Cl -2.855047 1.345637 -0.637152 0.263 0.313 0.240 0.480
Cl -0.514265 2.249898 0.830980 0.003 0.070 -0.002 0.500
H -2.613862 3.288623 0.660694 0.185 -0.160 -0.221 -0.081
C -1.869313 -4.432991 -2.468373 0.061 0.003 -0.009 -1.548
Cl -0.278573 -4.684224 -3.199397 -0.082 0.051 0.049 0.522
Cl -2.112740 -5.542372 -1.113019 0.098 0.050 -0.069 0.514
Cl -2.049215 -2.756020 -1.938585 0.038 -0.022 -0.008 0.512
H -2.627518 -4.638575 -3.218942 0.091 0.013 0.103 -0.055
C -1.120217 5.720545 2.818344 0.169 0.085 -0.121 -1.498
Cl -0.299354 6.196952 1.327934 -0.056 -0.064 0.148 0.532
Cl -1.459012 7.133068 3.822987 0.314 -0.332 0.258 0.518
Cl -2.623028 4.858593 2.457442 -0.027 0.226 0.277 0.547
H -0.465423 5.052786 3.370689 -0.102 0.061 -0.081 0.019
C -3.936063 -7.401520 -4.174369 -0.482 0.213 -0.376 -1.551
Cl -4.838780 -6.290866 -3.133022 -0.078 -0.044 -0.062 0.540
Cl -5.038930 -8.502802 -5.009380 0.108 0.103 0.082 0.532
Cl -2.959206 -6.492260 -5.343229 -0.322 0.026 0.031 0.517
H -3.278145 -7.985673 -3.552573 0.000 -0.035 0.011 -0.072
C -0.558354 -9.679702 -4.770057 0.036 0.008 -0.303 -1.525
Cl 0.121889 -9.120859 -6.302272 0.005 0.014 0.164 0.525
Cl -0.951401 -8.303424 -3.727372 0.726 -0.392 0.265 0.532
Cl -1.989500 -10.676910 -5.052212 0.090 0.035 0.080 0.538
H 0.186994 -10.289805 -4.262422 -0.410 0.293 -0.360 -0.104
C 9.612890 -0.198263 7.266386 0.004 -0.019 0.108 -1.552
Cl 8.300116 -0.250505 8.449571 0.087 -0.071 -0.105 0.512
Cl 10.695008 1.166092 7.590532 0.197 -0.342 -0.010 0.492
Cl 10.511800 -1.721113 7.270051 -0.058 0.105 -0.057 0.525
H 9.179334 -0.059900 6.280737 0.051 0.025 0.122 -0.048
C 4.860832 5.706388 2.503230 0.064 -0.090 -0.109 -1.515
Cl 6.364298 4.776819 2.502685 -0.045 0.556 -0.232 0.496
Cl 4.038002 5.572180 0.943694 0.072 0.106 0.183 0.505
Cl 3.796450 5.160797 3.807907 0.038 0.042 0.025 0.511
H 5.105258 6.750167 2.676241 -0.060 -0.137 -0.019 0.018
C 1.182621 -0.828754 -3.602618 0.023 -0.055 -0.114 -1.499
Cl 0.502229 0.025369 -2.211176 -0.028 -0.013 0.001 0.520
Cl 1.599509 0.313862 -4.886643 -0.458 -0.423 -0.016 0.533
Cl 2.600867 -1.771942 -3.127549 -0.080 0.064 -0.126 0.544
H 0.429809 -1.513212 -3.984280 0.075 0.064 0.105 -0.002
C -6.785762 5.821517 1.403438 0.044 0.050 0.136 -1.498
Cl -8.220810 5.765020 2.434079 0.142 -0.035 -0.125 0.531
Cl -5.724021 7.149937 1.890100 -0.381 -0.458 -0.151 0.470
Cl -5.922013 4.276825 1.455828 -0.068 -0.009 -0.087 0.512
H -7.106346 5.997938 0.380893 0.051 -0.027 0.133 0.023
C -2.514525 10.428229 2.155576 -0.072 0.039 -0.049 -1.526
Cl -3.483239 8.950864 2.219161 0.144 0.581 -0.186 0.444
Cl -2.023187 10.778287 0.493911 0.012 -0.049 0.133 0.531
Cl -3.411188 11.790311 2.839498 0.085 -0.092 -0.002 0.528
H -1.619018 10.274840 2.751392 -0.109 0.000 -0.083 0.009
C 2.560277 3.114473 -3.222190 0.063 0.065 -0.047 -1.556
Cl 3.255294 3.977867 -1.842840 -0.076 -0.153 -0.098 0.501
Cl 1.629269 4.217730 -4.243466 -0.005 -0.111 0.068 0.518
Cl 3.828759 2.318208 -4.161712 0.290 0.418 0.214 0.496
H 1.886682 2.350921 -2.842638 0.078 0.103 -0.045 -0.053
C -0.720361 -9.710802 -10.138867 -0.011 0.013 0.105 -1.544
Cl -0.281342 -11.204072 -9.298920 -0.052 0.057 -0.125 0.507
Cl -2.008636 -8.863402 -9.272889 0.039 -0.065 -0.115 0.506
Cl 0.693568 -8.665266 -10.327692 -0.084 -0.064 -0.011 0.516
H -1.087403 -9.970740 -11.127098 0.059 0.038 0.134 0.012
C -8.737491 9.391337 3.412200 -0.018 0.046 -0.066 -1.554
Cl -7.906189 9.866001 1.926000 -0.097 0.024 0.112 0.506
Cl -9.087484 10.809566 4.408566 0.052 -0.112 -0.025 0.524
Cl -10.225496 8.511334 3.039718 0.020 0.116 0.071 0.499
H -8.082059 8.731928 3.974437 -0.077 0.062 -0.097 0.005
C -5.954276 0.626683 -2.923855 0.131 0.120 0.121 -1.508
Cl -4.488194 -0.296031 -2.568293 -0.366 -0.273 -0.289 0.476
Cl -6.203683 1.896972 -1.719519 -0.069 -0.103 -0.092 0.514
Cl -5.860982 1.320408 -4.547245 -0.111 -0.068 0.025 0.548
H -6.802953 -0.049628 -2.887101 0.118 0.089 -0.035 0.018
C 0.198486 -12.030158 -1.147273 -0.227 -0.056 0.055 -1.510
Cl -0.720374 -11.005944 -0.038395 0.113 -0.073 -0.085 0.533
Cl -0.860361 -13.210621 -1.927363 0.121 0.081 0.057 0.532
Cl 1.029323 -11.043594 -2.359571 0.329 -0.244 0.530 0.588
H 0.947729 -12.568450 -0.574566 -0.071 0.095 -0.099 0.016
C -3.259507 3.431952 -6.234635 0.118 0.047 0.018 -1.559
Cl -1.804564 2.501241 -5.855735 -0.118 0.019 0.013 0.510
Cl -3.520102 4.696343 -5.027049 -0.025 -0.115 -0.047 0.513
Cl -3.147643 4.131118 -7.855292 -0.043 -0.065 0.086 0.524
H -4.110218 2.758356 -6.211769 0.127 0.094 0.003 -0.039
C 6.979940 4.088845 7.098345 0.051 -0.026 0.057 -1.538
Cl 7.472398 5.774676 6.886682 -0.050 -0.088 -0.043 0.518
Cl 8.376060 3.075752 7.491839 -0.403 0.385 -0.213 0.494
Cl 5.741616 3.955225 8.354804 0.019 -0.006 -0.105 0.521
H 6.554929 3.737247 6.161257 0.094 0.071 0.156 -0.046